96
Properties=species:S:1:pos:R:3:lowdin_charge:R:1 method="wB97M-V/def2-TZVPD" orbital_gap_ev=8.2 total_charge=+1 lumo_energy_ev=-2.621 homo_energy_ev=-10.77
Br -1.3052 1.9371 -0.9821 0.871
Br -0.0156 5.4012 -0.0261 0.816
S -1.0838 -0.4416 3.4239 1.127
F 0.3002 4.0053 2.3080 -0.021
F -2.3477 3.9557 0.6935 -0.067
F 1.1421 2.8996 0.4722 -0.033
O -3.5250 0.2509 -4.0954 -0.197
O 6.8757 -3.5633 -3.6570 -0.131
O -6.2204 1.7914 -4.1087 -0.131
O 3.7441 -1.1901 3.4921 0.082
O 2.2649 -0.2512 1.9172 -0.071
O 4.5483 -5.2721 -2.5439 -0.212
O 4.4982 -1.8638 -2.6061 -0.207
O -1.4125 5.4947 5.7615 -0.206
O -6.1988 -0.6518 -6.0053 -0.208
C -7.1603 -1.6544 -6.2753 -0.109
C 5.2905 -1.6863 -3.7779 -0.192
C -6.7137 0.6561 -6.2342 -0.196
C -0.5639 -2.0273 2.5884 -0.316
C -1.1277 0.4305 6.1699 -0.218
C -1.7680 1.9490 1.9319 -0.181
C 3.9366 -6.4614 -3.0063 -0.111
C 4.3956 -0.6760 -1.8493 -0.110
C 0.0070 5.7248 5.9054 -0.112
C -1.8753 1.7591 5.6747 -0.210
C 0.0510 3.6580 0.9618 -0.760
C -0.8425 3.0035 5.5417 -0.164
C 1.8766 -1.5985 1.5623 -0.164
C -5.7513 0.7309 -3.2784 -0.174
C 5.9512 -5.4333 -2.3542 -0.197
C 0.9966 -2.3374 2.6944 -0.172
C -0.2110 -0.2574 5.0604 -0.321
C -4.2540 0.8091 -3.0071 -0.215
C -5.8800 1.6919 -5.4927 -0.172
C 3.5017 1.2312 3.5974 0.016
C 3.1643 -0.2189 2.9961 -0.439
C -0.5632 0.9902 2.3358 -0.325
C -2.1680 0.6405 -4.0824 -0.137
C -1.7027 4.2683 5.0706 -0.225
C -1.3643 2.9478 0.7355 -0.734
C 5.7299 -3.0377 -4.3270 -0.172
C 6.6460 -4.0782 -2.3455 -0.176
H -2.5074 1.6202 4.7436 0.091
H -1.6838 0.3210 -3.1513 0.025
H -2.0805 1.7260 -4.1991 0.087
H -6.0436 -0.2419 -3.6761 0.122
H -2.5814 2.0521 6.5284 0.132
H 2.7360 -2.2469 1.1849 0.147
H -4.0135 0.2232 -2.1104 0.113
H -7.7553 0.7199 -5.9025 0.128
H -6.6623 0.8490 -7.3126 0.128
H 4.6715 -1.1724 -4.5232 0.126
H -0.3637 3.1067 6.5619 0.122
H 2.8731 2.0235 3.0566 0.076
H -1.9196 -0.3203 6.5107 0.123
H 4.5964 1.4684 3.3690 0.109
H 4.3373 -6.7396 -3.9863 0.090
H -1.6644 0.1602 -4.9216 0.096
H 0.1835 6.8577 5.9083 0.107
H 1.3457 -2.0852 3.7413 0.099
H -2.0118 2.6020 2.8394 0.100
H -2.7972 4.0211 5.3155 0.133
H -6.6974 -2.6260 -6.0971 0.088
H 1.1524 -3.4580 2.5036 0.144
H 6.0448 -2.8928 -5.3636 0.129
H 6.1712 -1.0763 -3.5511 0.130
H -6.1083 2.6739 -5.9161 0.128
H 1.1680 -1.4954 0.6635 0.136
H 6.1205 -3.3528 -1.7221 0.117
H -2.6873 1.3538 1.6460 0.131
H 0.2879 5.3853 6.9668 0.101
H -4.8095 1.5271 -5.6259 0.120
H -0.0522 2.7934 4.7353 0.094
H 0.7992 0.2746 4.9667 0.105
H -6.2728 0.8597 -2.3259 0.126
H -1.0998 -2.8609 3.1695 0.115
H 6.3748 -6.0556 -3.1491 0.129
H 3.2524 1.3080 4.6992 0.089
H -0.9817 -2.0888 1.5268 0.123
H 2.8671 -6.2742 -3.1133 0.086
H -7.4908 -1.6035 -7.3170 0.089
H 7.6408 -4.2129 -1.9116 0.128
H -3.9617 1.8532 -2.8508 0.114
H 4.9120 -3.7593 -4.3372 0.120
H -1.6881 4.4246 3.9312 0.115
H -8.0171 -1.5519 -5.6012 0.088
H 3.9428 0.1238 -2.4455 0.089
H 6.1003 -5.9273 -1.3862 0.126
H 3.7581 -0.8734 -0.9857 0.068
H 0.6490 5.2485 5.1022 0.093
H 0.0006 -1.3250 5.4241 0.115
H 4.0855 -7.2767 -2.2917 0.087
H 5.3818 -0.3650 -1.4894 0.091
H -0.1185 0.5049 1.3989 0.083
H -0.5270 0.7029 7.1040 0.136
H 0.2789 1.5708 2.8260 0.086

***

114
Properties=species:S:1:pos:R:3:lowdin_charge:R:1 method="wB97M-V/def2-TZVPD" orbital_gap_ev=10.2 relative_energy_kcal_mol=5.4 lumo_energy_ev=0.108 homo_energy_ev=-10.13
Cl 3.4175 -3.6800 3.1100 0.495
Cl 2.7021 -5.0266 -0.3617 0.547
Cl -0.9915 -6.4257 0.5581 0.523
Cl 4.3828 -0.3481 -7.6509 0.512
Cl 0.5037 -6.8637 4.3432 0.520
Cl 0.1924 3.5496 2.8446 0.628
Cl 2.7529 -1.1392 -5.3684 0.582
Cl -0.3648 -4.0375 4.5406 0.534
Cl 5.6570 -2.3740 4.4797 0.525
Cl 2.3364 4.4905 1.0884 0.576
Cl 3.9654 -2.4150 -0.2108 0.590
Cl -2.8829 -4.2547 0.9525 0.586
O -6.4699 -0.1409 1.1868 0.009
O 0.3871 -1.1093 1.1799 0.006
O -1.8114 4.9109 -0.4777 0.151
O 0.4731 5.5870 -2.1921 0.155
O 5.1726 2.4530 -1.5478 0.146
O -4.3382 -0.0040 1.0197 0.016
O -1.1937 0.2958 4.8139 0.001
O 3.6830 1.4894 -2.9538 -0.038
O -5.2041 -1.6811 2.2366 0.112
O -1.2174 -3.2064 -3.5203 0.011
O 0.5507 0.6288 -0.1431 0.125
O 3.6170 0.9696 -0.8912 -0.030
O -2.8894 3.0010 0.1268 -0.026
O -0.6697 -1.5687 -4.7808 -0.015
O 1.9899 3.9992 -2.6824 -0.029
O -1.3413 2.3294 5.7559 0.119
O 0.8762 -1.4528 -0.9363 -0.025
O -3.1439 1.1196 5.1488 -0.002
O -1.9545 -1.1423 -2.9728 0.139
O 2.6318 6.0474 -2.0921 0.003
O -2.7664 4.7163 1.4924 -0.007
C -2.4287 4.2508 0.2990 -0.626
C -2.6993 -5.9760 0.6017 -0.995
C -0.6470 -0.2167 -5.1788 -0.058
C 4.2585 1.7140 -1.7748 -0.617
C 1.3598 -0.9707 -2.1872 -0.051
C 0.2246 0.3512 4.9176 -0.032
C -4.0412 2.1364 5.5635 -0.042
C -1.3360 -1.8886 -3.6727 -0.641
C 1.1821 3.1805 1.4479 -1.003
C 4.2071 -4.1500 -0.5058 -0.996
C -3.5228 3.9828 2.4301 -0.064
C 0.2650 -2.5262 1.3073 -0.066
C -2.4438 2.3295 -1.0485 -0.025
C -0.8482 -5.7456 4.4085 -1.010
C 4.0487 1.0563 0.4538 -0.058
C -7.6562 -0.6888 1.7419 -0.043
C -1.8351 1.3515 5.2818 -0.641
C -3.0242 -0.4337 1.3988 -0.012
C 4.3176 2.0620 -4.0800 -0.045
C 2.8191 -0.9955 -7.1265 -1.004
C 0.6442 -0.5545 0.0058 -0.625
C -1.9576 -3.7579 -2.4365 -0.048
C -5.3248 -0.6988 1.5495 -0.636
C 5.1758 -3.3507 3.0952 -1.017
C 1.5985 5.2352 -2.3336 -0.629
C 0.9321 3.0459 -2.7478 -0.022
C 3.9554 5.6187 -2.3293 -0.055
H -1.7383 -3.3004 -1.4795 0.051
H 0.5211 2.9091 -1.7461 0.073
H 4.5997 6.4924 -2.3803 0.097
H 1.2225 -3.0246 1.1623 0.030
H -4.6636 2.4334 4.7146 0.085
H 2.0578 -0.3130 -7.4852 0.021
H -4.5253 3.7797 2.0443 0.101
H -3.5894 4.6330 3.2957 0.098
H -7.5581 -0.8440 2.8161 0.096
H -7.8548 -1.6698 1.2972 0.098
H -2.3405 0.3557 1.0909 0.087
H -3.0824 3.0190 2.6889 0.079
H -2.9751 -0.5626 2.4708 0.096
H -3.1846 -6.2119 -0.3374 0.027
H -2.5461 2.9906 -1.9098 0.102
H -1.4330 -5.9859 5.2855 0.024
H 4.5611 3.1119 -3.9328 0.078
H 2.3263 -0.4805 -2.0607 0.065
H 4.6348 -4.2881 -1.4931 0.032
H -3.5087 3.0240 5.8982 0.093
H 1.6864 2.2286 1.5355 0.002
H 4.0545 5.0818 -3.2719 0.078
H -3.0667 1.4503 -1.1666 0.092
H -0.7080 0.4865 -4.3480 0.087
H 1.3414 2.0937 -3.0664 0.076
H 2.6526 -1.9769 -7.5521 0.031
H 4.9500 -4.5013 0.2043 0.021
H 0.6172 1.2105 4.3786 0.057
H -1.4258 -5.8079 3.4958 -0.019
H 0.4863 0.4483 5.9710 0.102
H 3.6263 1.9791 -4.9124 0.086
H 4.1906 2.0958 0.7582 0.083
H 5.3850 -2.7582 2.2157 -0.018
H -1.3963 2.0558 -0.9378 0.068
H -4.6946 1.7346 6.3340 0.094
H 0.6435 -0.5543 4.4925 0.087
H 4.3136 4.9600 -1.5370 0.080
H 5.2520 1.5445 -4.3019 0.104
H -1.7898 -4.8310 -2.3716 0.088
H 1.6113 -1.8293 -2.8067 0.081
H -8.4831 -0.0317 1.5039 0.091
H -0.4606 -2.9083 0.5940 0.045
H -3.1756 -6.5405 1.3946 0.025
H 0.2279 -0.0562 -5.7915 0.051
H 3.3456 0.6142 1.1569 0.088
H -2.7399 -1.3480 0.8801 0.068
H -0.0851 -2.7292 2.3134 0.026
H 5.6479 -4.3203 3.1465 0.025
H 5.0000 0.5291 0.5654 0.094
H 0.5868 3.1297 0.5438 -0.004
H -1.5390 -0.0159 -5.7818 0.105
H 0.6438 -0.2991 -2.6490 0.082
H 0.1109 3.3627 -3.3910 0.105
H -3.0085 -3.6436 -2.7149 0.106

***

120
Properties=species:S:1:pos:R:3:lowdin_charge:R:1 method="wB97M-V/def2-TZVPD" orbital_gap_ev=8.7 lumo_energy_ev=0.292 homo_energy_ev=-8.43
Cl 4.8690 -1.5715 0.9520 0.528
Cl -0.4373 -0.0066 -6.4043 0.501
Cl 1.1372 -1.8885 6.0284 0.519
Cl 8.3321 -3.9000 -1.0428 0.545
Cl -2.3649 0.7559 -1.9580 0.572
Cl -6.6090 -0.9154 2.4855 0.487
Cl -9.6825 -1.0414 -2.5069 0.489
Cl 10.2721 -4.1558 -4.2499 0.541
Cl -6.9723 2.2332 0.9689 0.500
Cl 11.0057 -6.6780 -2.9788 0.503
Cl -9.4135 4.5307 -3.7712 0.510
Cl 3.4469 -6.0224 7.4210 0.486
Cl 7.2290 -6.9806 6.4276 0.492
Cl 8.5600 -1.0008 -0.8170 0.535
Cl -1.5785 7.7237 -3.5123 0.525
Cl 1.4429 1.8489 -5.1650 0.501
Cl -4.1621 2.5454 0.2016 0.535
Cl -10.3578 0.0557 2.7339 0.487
Cl 2.1647 -0.3834 -9.1877 0.536
Cl 2.2444 -4.3301 9.4718 0.501
Cl -13.1656 0.0255 4.3725 0.520
Cl 4.6363 -4.4772 0.7282 0.524
Cl 8.9218 -6.1379 2.6648 0.521
Cl 0.7488 6.1783 -4.3667 0.512
Cl 8.7661 -4.8513 7.7007 0.506
Cl 2.8553 -3.5968 3.8117 0.481
Cl -6.9498 -0.5119 -1.6197 0.570
Cl 2.7476 2.4641 -8.9065 0.551
Cl 0.5524 -0.3283 3.6046 0.584
Cl -10.5182 1.6530 0.2992 0.536
Cl 4.9221 -3.1746 5.8307 0.540
Cl -4.5856 -0.9429 4.5744 0.500
Cl -14.2684 2.3979 3.0608 0.531
Cl 11.0228 -5.3791 0.7861 0.486
Cl -8.9803 1.9188 -2.5415 0.503
S 2.5900 2.0648 -2.3052 0.705
O 0.7692 2.5423 1.2070 -0.203
O -0.1141 0.0503 -0.0895 -0.225
N 1.3393 3.0445 0.0348 -0.145
C -0.0403 -0.8753 5.1765 -0.981
C -5.7686 1.9957 -0.3034 -1.055
C 10.1972 -6.7201 1.5873 -1.013
C 5.3885 -3.0154 0.0727 -1.041
C 9.8620 -5.8646 -4.0519 -1.013
C -11.3149 1.2246 1.8187 -1.044
C 7.8967 -5.3536 6.2459 -1.047
C 2.1222 -4.9217 7.8102 -1.047
C 1.5991 1.8040 -0.7624 -0.504
C -1.2625 2.3480 2.4403 -0.098
C -8.6174 -0.8261 -1.1115 -1.033
C -1.8942 4.0495 -2.6728 -0.112
C -13.8468 1.6423 4.6035 -0.990
C -4.8800 -0.8656 2.8328 -1.021
C -0.2682 7.5885 -4.6913 -1.010
C 0.4501 1.5116 -6.5889 -1.041
C 4.5600 -3.2315 4.0993 -1.018
C 0.6318 -1.1683 -0.2259 -0.101
C 3.0572 0.9950 -9.8416 -0.991
C -0.9875 1.9021 -1.4534 -0.536
C -10.0129 2.8754 -3.6096 -0.991
C 9.0877 -2.4410 -1.6963 -1.027
C 0.2699 0.9918 -1.1256 -0.361
C 2.5721 3.6895 0.4939 -0.169
C -0.2790 3.3832 1.7228 -0.213
C 3.3018 4.6505 -0.1911 -0.003
C -0.7843 2.8746 -2.6896 -0.275
H -2.0841 2.8424 3.0272 0.079
H 8.5852 -5.3475 5.4039 -0.021
H 0.4898 0.3863 -2.0558 0.128
H 0.0162 -1.9960 -0.6987 0.102
H 6.4679 -3.1083 0.1595 -0.081
H 7.0820 -4.6553 6.0633 -0.045
H -12.2860 0.7897 1.5981 -0.002
H -0.2626 2.3229 -6.7226 0.033
H 9.8862 -6.3477 -5.0257 0.027
H -11.0183 2.9033 -3.1954 0.030
H -4.3973 -1.7139 2.3533 0.031
H 8.8640 -5.9397 -3.6261 0.018
H -5.7196 0.9334 -0.5482 -0.089
H 1.0970 1.4395 -7.4612 -0.104
H 2.9109 5.3275 -0.9960 0.059
H 2.2435 1.1396 -0.0894 0.128
H 10.9221 -7.2831 2.1703 0.029
H 9.7524 -7.3623 0.8307 0.027
H 0.2123 3.3920 -2.7195 0.050
H 10.1675 -2.5341 -1.6084 0.021
H 1.1787 -5.4492 7.6921 0.030
H -0.7866 3.9229 0.8670 0.117
H 4.1214 0.7742 -9.8080 0.029
H 1.5797 -1.0414 -0.8211 0.090
H -0.5645 1.7316 3.1081 0.000
H 2.9411 3.4114 1.5317 0.132
H -14.7458 1.5614 5.2098 0.026
H -6.0717 2.5642 -1.1803 0.023
H -2.5233 3.9776 -3.6170 0.080
H 4.3947 4.7440 0.0874 0.068
H -4.4675 0.0638 2.4443 0.012
H 0.8838 -1.5259 0.8210 0.075
H -10.0306 2.4091 -4.5919 0.032
H -1.6427 1.6250 1.6509 0.057
H 5.1099 -2.9124 -0.9739 0.031
H -11.4404 2.1236 2.4163 0.007
H -0.2587 -0.0064 5.7934 0.033
H 5.1705 -4.0045 3.6376 0.007
H -13.1136 2.2642 5.1122 0.032
H 2.7464 1.1604 -10.8704 0.028
H -1.3933 5.0629 -2.7023 0.001
H 2.4622 3.3895 -2.7229 -0.107
H -1.3978 2.4762 -0.5753 0.054
H -0.9968 2.2663 -3.6183 0.070
H -8.6350 -1.7335 -0.5121 0.033
H -8.9708 0.0107 -0.5218 -0.091
H -0.6978 7.4911 -5.6854 0.027
H -2.5644 3.9948 -1.7671 0.039
H 0.1677 4.1036 2.4810 0.124
H 2.1592 -4.0746 7.1305 -0.062
H -0.9457 -1.4512 5.0179 0.021
H 8.8100 -2.3385 -2.7415 -0.006
H 0.3456 8.4846 -4.6403 0.026
H 4.7914 -2.2660 3.6575 -0.012